Entry from the Open Molecules 2025 dataset: a structure of composition C36H42ClGeIN8O4W (ωB97M-V/def2-TZVPD).

Computed properties:
Relative energy (zero: lowest compared OMol25 entry of this formula, charge and spin) ... 6.2 kcal per mole
Highest occupied orbital energy ... -5.89 eV
Max |F| ... 0.83 eV/Å
Total energy ... -5038.113969 Ha
Molecular weight ... 1069.6 g/mol
Gap between HOMO and LUMO ... 6.065 eV

```
94
Properties=species:S:1:pos:R:3:forces:R:3:lowdin_charge:R:1
W -1.581 -1.137 -1.692 -0.0700 -0.0193 -0.3786 1.54
C -3.303 -4.044 1.617 0.0079 0.0160 0.0153 -0.07
N -2.819 -4.819 0.487 -0.0217 0.0297 -0.0617 -0.16
C -2.727 -6.248 0.752 0.0292 0.0056 -0.0158 -0.06
C -3.256 -4.393 -0.767 -0.0011 -0.1154 0.1971 -0.46
N -4.063 -3.447 -1.008 -0.2522 0.0123 0.7854 0.15
N -2.666 -5.067 -1.852 0.1701 0.0871 -0.2647 0.13
C -1.913 -4.370 -2.788 0.0062 -0.0598 0.1590 -0.46
N -1.363 -5.232 -3.729 -0.0266 0.1052 0.0447 0.14
N -1.666 -3.115 -2.743 0.1528 0.1390 -0.0837 0.05
H -2.772 -4.374 2.508 0.0014 -0.0034 0.0054 0.09
H -4.380 -4.172 1.794 -0.0014 -0.0128 0.0006 0.10
H -3.077 -2.990 1.455 -0.0093 -0.0250 0.0076 0.07
H -2.250 -6.388 1.720 -0.0050 0.0021 -0.0005 0.09
H -2.099 -6.764 0.027 0.0112 0.0071 0.0025 0.08
H -3.709 -6.736 0.776 0.0008 -0.0002 0.0040 0.10
H -4.337 -3.048 -0.098 -0.0298 0.0014 -0.6722 0.05
H -2.242 -5.956 -1.647 -0.0445 -0.0210 -0.0038 0.11
H -2.003 -5.910 -4.112 0.0017 -0.0111 0.0155 0.10
H -0.776 -4.795 -4.423 -0.0104 -0.0005 -0.0166 0.09
H -1.045 -2.846 -3.508 -0.1138 -0.1372 0.0011 0.06
Cl 5.260 -2.744 -0.564 0.0061 -0.0184 0.0061 0.68
C 3.734 -2.391 -1.320 -0.0017 0.0015 -0.0299 -0.62
C 3.631 -2.426 -2.682 -0.0205 0.0334 0.0138 -0.18
C 2.421 -2.091 -3.324 0.0364 0.0298 -0.0195 -0.66
I 2.256 -2.152 -5.398 0.0137 -0.0009 0.0129 0.88
C 1.311 -1.705 -2.598 -0.0046 0.0600 0.3650 -0.45
O 0.181 -1.290 -3.069 -0.1692 0.0364 -0.1886 -0.29
C 1.414 -1.778 -1.171 0.0792 0.0049 -0.2760 -0.15
N 0.239 -1.538 -0.534 0.0361 -0.0520 0.0142 -0.01
C 0.234 -1.528 0.781 0.3579 -0.0747 0.4280 -0.12
C 1.403 -1.753 1.531 -0.0126 -0.0278 -0.1336 -0.04
C 2.586 -2.027 0.900 0.0555 -0.0674 0.0636 -0.01
C 2.614 -2.074 -0.509 -0.0916 -0.0413 0.0666 -0.19
H 4.495 -2.694 -3.274 -0.0004 -0.0036 0.0008 0.09
H -0.729 -1.355 1.244 0.0734 0.0015 0.0157 0.10
H 1.349 -1.727 2.611 -0.0045 0.0119 -0.0016 0.10
H 3.491 -2.213 1.463 -0.0018 0.0108 -0.0073 0.10
N -1.942 -0.277 -3.955 0.1630 0.1550 0.0401 -0.06
C -3.259 0.326 -4.183 -0.0228 0.0389 -0.0484 -0.22
C -4.255 -0.560 -3.474 -0.1221 -0.0320 -0.0482 -0.23
N -3.787 -0.708 -2.101 -0.2175 0.0129 -0.0865 -0.10
H -1.205 0.421 -3.976 0.0522 -0.0401 0.0092 0.09
H -1.714 -0.943 -4.685 0.0533 -0.0528 0.0506 0.09
H -3.501 0.427 -5.243 0.0366 0.0142 -0.0114 0.12
H -3.259 1.317 -3.729 -0.0255 -0.0237 0.0310 0.11
H -4.270 -1.551 -3.934 -0.0031 0.0012 -0.0031 0.11
H -5.265 -0.145 -3.529 0.0102 0.0036 -0.0137 0.12
H -4.262 -1.484 -1.652 0.0436 0.0440 0.0089 0.04
H -3.931 0.162 -1.590 -0.0016 0.0060 0.0577 0.07
O -2.297 -1.408 -0.151 0.0319 0.0594 -0.0374 -0.49
O -0.949 0.870 -1.474 -0.2978 -0.0870 0.1178 -0.21
C -1.732 1.830 -1.059 -0.0507 0.1455 -0.0765 -0.61
O -2.942 1.921 -1.263 0.2877 -0.1406 0.0235 0.02
C -0.981 2.859 -0.230 -0.0037 -0.0913 -0.1251 -0.16
C -0.579 2.233 1.121 -0.0388 0.1008 0.0210 -0.24
Ge 1.102 2.934 1.829 0.0069 0.0195 0.0474 1.01
C 1.170 4.873 1.599 0.0301 -0.0100 -0.0325 -0.28
C 2.208 5.479 0.892 -0.0118 -0.0111 0.0101 -0.10
C 2.242 6.857 0.718 -0.0009 0.0005 0.0014 -0.09
C 1.235 7.648 1.250 -0.0040 0.0030 0.0013 -0.09
C 0.193 7.060 1.953 -0.0008 -0.0031 0.0016 -0.09
C 0.163 5.683 2.124 -0.0101 -0.0050 -0.0001 -0.12
C 1.261 2.518 3.733 0.0170 0.0071 -0.0015 -0.27
C 1.506 3.502 4.688 0.0036 0.0064 0.0045 -0.10
C 1.613 3.176 6.035 -0.0040 -0.0002 0.0052 -0.09
C 1.475 1.859 6.445 0.0028 -0.0075 -0.0049 -0.10
C 1.233 0.866 5.504 0.0095 -0.0028 0.0173 -0.09
C 1.130 1.196 4.161 -0.0141 0.0222 -0.0103 -0.10
C 2.584 2.103 0.872 -0.0247 -0.0171 -0.0256 -0.27
C 2.382 1.489 -0.365 0.0183 0.0326 -0.0425 -0.08
C 3.450 0.941 -1.064 0.0115 0.0202 0.0161 -0.08
C 4.728 0.975 -0.526 0.0078 -0.0078 -0.0178 -0.09
C 4.939 1.564 0.714 -0.0003 0.0044 0.0095 -0.08
C 3.875 2.129 1.402 -0.0134 0.0051 0.0261 -0.11
H -1.604 3.739 -0.089 -0.0251 0.0065 0.0521 0.11
H -0.101 3.168 -0.803 -0.0091 -0.0367 0.0212 0.11
H -0.445 1.155 1.010 0.0012 0.0015 -0.0352 0.05
H -1.372 2.380 1.856 -0.0151 -0.0218 -0.0021 0.08
H 2.997 4.868 0.469 0.0115 -0.0044 -0.0047 0.09
H 3.055 7.312 0.166 0.0012 -0.0033 -0.0006 0.10
H 1.260 8.722 1.115 -0.0010 -0.0004 -0.0002 0.10
H -0.598 7.674 2.367 -0.0007 -0.0020 0.0010 0.10
H -0.659 5.237 2.675 -0.0010 0.0024 0.0029 0.11
H 1.615 4.536 4.381 -0.0033 -0.0009 -0.0007 0.09
H 1.805 3.953 6.764 0.0015 0.0005 -0.0002 0.10
H 1.558 1.604 7.494 -0.0013 0.0002 -0.0017 0.10
H 1.127 -0.166 5.820 -0.0004 0.0077 -0.0026 0.10
H 0.948 0.414 3.433 -0.0069 -0.0093 -0.0050 0.08
H 1.387 1.422 -0.795 0.0028 -0.0063 0.0186 0.09
H 3.280 0.472 -2.025 -0.0098 -0.0095 -0.0276 0.10
H 5.557 0.531 -1.064 -0.0078 0.0033 -0.0018 0.10
H 5.933 1.584 1.143 0.0004 0.0021 0.0001 0.10
H 4.051 2.588 2.370 -0.0024 -0.0035 0.0004 0.10
```
Positions in Å, forces in eV/Å.